Entry 1:
A gas-phase ion, CH4BrN4 (charge +1) in a non-equilibrium geometry, computed with wB97M-V/def2-TZVPD.

XYZ file:
```
10
Properties=species:S:1:pos:R:3:forces:R:3
H 0.0862 2.9691 -0.6536 0.107 -0.396 0.131
N 0.1039 2.0745 -0.1229 0.034 -0.303 -0.093
N 0.0782 1.1530 -0.9154 -0.222 -1.893 0.772
C 0.0187 -0.2857 -0.1402 0.300 2.179 -0.090
N -0.1923 -1.3151 -0.8959 0.162 1.762 0.601
N 0.1483 -0.2642 1.1438 0.096 -1.066 0.553
Br 0.0191 -1.7935 2.3061 0.189 1.405 -1.087
H -0.4146 -0.9884 -1.8174 -0.325 -1.178 -0.900
H -0.3527 -2.1628 -0.3854 -0.291 -0.934 -0.795
H 0.5052 0.6129 1.4808 -0.050 0.422 0.908
```
Forces are in eV/Å.

Computed properties:
- HOMO level (Eh) = -0.55450
- Kohn-Sham gap (eV) = 9.7
- SMILES string = [H]/N=N/C(=[NH2+])NBr
- net charge = +1
- energy relative to the best compared isomer or geometry (same formula, charge and spin) (kcal per mole) = 2.3
- electronic energy (eV) = -77095.3540

***

Entry 2:
A single C5H8N2 molecule in a non-equilibrium geometry, computed with wB97M-V/def2-TZVPD.

XYZ file:
```
15
Properties=species:S:1:pos:R:3:forces:R:3
C 1.4037 0.1055 0.4758 0.059 0.051 -0.028
C 0.0121 0.2648 -0.1105 0.062 -0.156 0.082
C -0.5011 -0.9220 -0.9152 -0.052 0.010 -0.055
C -0.5800 -2.1590 -0.1274 -0.042 -0.792 0.528
N -0.6321 -3.1328 0.4948 0.058 0.958 -0.576
C -0.9590 1.1309 0.5926 -0.170 -0.055 0.234
N -0.4013 1.5350 -0.6996 0.168 0.165 -0.145
H 2.0109 -0.5778 -0.1270 -0.065 0.119 0.058
H 1.9208 1.0714 0.5053 -0.094 -0.136 0.056
H 1.3653 -0.2896 1.4958 -0.008 -0.017 -0.174
H 0.1643 -1.1011 -1.7693 -0.093 0.029 0.136
H -1.4912 -0.6884 -1.3202 0.140 -0.046 0.091
H -0.6141 1.6349 1.4947 -0.034 -0.078 -0.177
H -2.0199 0.8895 0.5857 0.159 0.035 -0.022
H 0.3217 2.2388 -0.5755 -0.087 -0.087 -0.007
```
Forces are in eV/Å.

Computed properties:
- HOMO level (Eh) = -0.36768
- Kohn-Sham gap (eV) = 10.9
- SMILES string = C[C@@]1(CC#N)CN1
- energy relative to the best compared isomer or geometry (same formula, charge and spin) (kcal per mole) = 29.9
- electronic energy (eV) = -8293.7019